1.
83
Properties=species:S:1:pos:R:3 method="wB97M-V/def2-TZVPD" multiplicity=7 de_lowest_ev=3.834 e_lumo_ha="-0.0084 / -0.0732"
Eu 0.03 -0.39 0.23
C -1.86 -1.81 1.29
C -1.52 -0.94 2.36
C -1.98 0.36 2.03
C -2.55 0.31 0.72
C -2.49 -1.04 0.28
C -3.17 -1.62 -0.94
C -3.30 1.44 0.08
C -2.15 1.48 3.02
C -1.01 -1.37 3.72
C -1.77 -3.32 1.37
H -2.49 -2.25 -1.52
H -3.56 -0.84 -1.59
H -4.01 -2.25 -0.64
H -2.74 2.37 0.11
H -4.25 1.61 0.59
H -3.54 1.22 -0.97
H -1.30 2.16 3.07
H -2.29 1.06 4.01
H -3.04 2.07 2.77
H -0.38 -0.60 4.18
H -0.43 -2.29 3.66
H -1.84 -1.56 4.41
H -0.76 -3.69 1.13
H -2.47 -3.77 0.68
H -2.02 -3.64 2.38
N -0.62 0.84 -2.10
C 0.54 0.86 -2.99
C 1.71 1.61 -2.35
N 2.14 0.89 -1.15
H -1.32 0.19 -2.48
H -1.06 1.76 -2.10
H 0.31 1.32 -3.96
H 0.85 -0.18 -3.16
H 1.40 2.62 -2.06
H 2.52 1.71 -3.09
H 2.92 1.38 -0.71
H 2.47 -0.04 -1.42
C -0.36 -3.91 -2.42
C 1.07 -4.06 -1.98
C 1.76 -5.20 -2.27
C 3.06 -5.40 -1.81
C 3.66 -4.39 -1.08
C 3.01 -3.22 -0.77
C 3.72 -2.14 0.00
C 1.64 -3.01 -1.18
N 0.96 -1.93 -0.87
H -0.53 -4.37 -3.40
H -0.61 -2.84 -2.47
H -1.02 -4.38 -1.70
H 1.28 -5.97 -2.87
H 3.58 -6.32 -2.01
H 4.68 -4.52 -0.73
H 4.39 -2.58 0.74
H 2.98 -1.49 0.51
H 4.33 -1.51 -0.66
C 0.05 3.48 0.89
C 0.77 2.60 1.83
N 1.02 1.32 1.65
C 1.74 0.91 2.74
C 1.92 1.96 3.59
N 1.29 3.03 3.01
C 1.25 4.38 3.53
N 2.34 5.15 3.06
N 2.29 5.80 1.85
N 3.38 6.44 1.67
C 4.20 6.25 2.73
C 5.48 6.74 3.02
C 6.06 6.34 4.21
C 5.40 5.49 5.10
C 4.13 5.00 4.84
C 3.55 5.40 3.65
H -0.19 2.91 -0.01
H 0.66 4.35 0.64
H -0.88 3.85 1.32
H 2.08 -0.11 2.84
H 2.41 2.03 4.54
H 1.28 4.33 4.63
H 0.32 4.85 3.20
H 5.98 7.41 2.34
H 7.04 6.70 4.47
H 5.89 5.20 6.02
H 3.62 4.35 5.53

***

2.
32
Properties=species:S:1:pos:R:3 method="wB97M-V/def2-TZVPD" total_charge=+2 e_lumo_ha=-0.3571
C 1.47 -0.61 1.83
C 1.93 -0.09 0.48
C 3.12 0.62 0.33
C 3.53 1.06 -0.93
C 2.77 0.80 -2.05
C 1.58 0.12 -1.91
C 1.13 -0.33 -0.66
C -0.17 -1.05 -0.63
B -1.61 -0.44 0.14
F -1.63 -0.63 1.48
O -2.75 -0.78 -0.48
B -3.63 -1.78 0.10
O -4.59 -1.51 0.99
O -3.38 -3.06 -0.32
B -1.35 1.37 -0.24
N -1.47 2.21 0.88
O -1.09 1.67 -1.51
H 1.02 0.19 2.42
H 0.75 -1.41 1.69
H 2.28 -1.09 2.39
H 3.77 0.87 1.16
H 4.46 1.62 -0.99
H 3.11 1.13 -3.02
H 0.99 -0.08 -2.80
H -0.09 -2.03 -0.16
H -0.48 -1.18 -1.66
H -4.76 -0.57 1.15
H -3.72 -3.20 -1.22
H -2.00 1.84 1.66
H -1.92 3.09 0.63
H -1.32 2.59 -1.73
Tl 4.08 0.64 2.99

***

3.
47
Properties=species:S:1:pos:R:3 method="wB97M-V/def2-TZVPD" total_charge=+1 e_lumo_ha=-0.1443
Zr 0.05 1.24 0.56
C 5.47 -0.78 -0.27
O 4.12 -0.33 -0.30
C 3.19 -1.18 -0.78
C 3.44 -2.47 -1.21
C 2.40 -3.28 -1.70
C 1.12 -2.80 -1.77
C 0.85 -1.50 -1.31
C -0.50 -0.99 -1.48
N -0.92 0.10 -0.95
N -2.19 0.59 -1.30
C -2.34 1.79 -0.86
O -1.36 2.44 -0.17
C -3.60 2.53 -1.04
C -3.73 3.80 -0.51
C -4.92 4.50 -0.66
C -5.98 3.92 -1.35
C -5.85 2.64 -1.88
C -4.67 1.94 -1.73
C 1.88 -0.70 -0.81
O 1.62 0.56 -0.40
H 6.05 0.03 0.14
H 5.82 -1.00 -1.28
H 5.57 -1.66 0.36
H 4.45 -2.86 -1.19
H 2.63 -4.28 -2.05
H 0.32 -3.40 -2.17
H -1.19 -1.53 -2.12
H -2.90 4.25 0.02
H -5.02 5.50 -0.25
H -6.91 4.46 -1.47
H -6.68 2.19 -2.41
H -4.56 0.94 -2.14
Cl 1.40 1.81 2.71
C 1.42 0.01 2.62
C 2.66 -0.60 2.76
C 2.72 -1.97 2.63
C 1.55 -2.69 2.34
C 0.34 -2.05 2.21
C 0.22 -0.65 2.37
C -1.04 0.09 2.11
H 3.55 -0.01 2.96
H 3.66 -2.48 2.74
H 1.60 -3.76 2.23
H -0.56 -2.61 2.00
H -1.28 0.79 2.91
H -1.89 -0.55 1.90

***

4.
59
Properties=species:S:1:pos:R:3 method="wB97M-V/def2-TZVPD" total_charge=+2 e_lumo_ha=-0.4084
C 2.32 -2.98 -0.73
C 3.48 -2.31 -1.19
C 3.39 -0.82 -1.67
C 2.19 -0.18 -0.91
C 0.93 -0.13 -1.60
C -0.35 0.43 -0.99
N -1.47 0.39 -1.77
C -2.53 0.89 -1.05
P -4.19 0.87 -1.92
O -4.76 2.42 -2.13
O -3.90 0.17 -3.42
C -2.49 1.43 0.36
C -3.80 1.94 1.05
C -4.53 0.75 1.84
C -3.99 -0.69 1.46
C -4.82 -1.87 2.15
C -4.80 -3.12 1.18
C -3.38 -3.39 0.53
N -1.36 1.45 1.09
C -0.26 0.93 0.40
C 1.02 0.88 1.11
C 2.26 0.33 0.49
C 3.60 0.25 1.30
O 4.73 0.75 0.58
C 4.80 2.18 0.57
C 5.20 2.67 -0.88
C 6.44 1.85 -1.47
H 1.84 -2.66 0.24
H 1.83 -3.84 -1.26
H 4.44 -2.89 -1.18
H 4.37 -0.28 -1.53
H 3.16 -0.84 -2.77
H 0.88 -0.53 -2.64
H -5.73 2.34 -2.07
H -4.64 -0.41 -3.66
H -4.47 2.49 0.35
H -3.47 2.68 1.84
H -5.61 0.78 1.51
H -4.52 0.92 2.95
H -2.92 -0.86 1.77
H -4.13 -0.81 0.35
H -5.85 -1.50 2.38
H -4.32 -2.13 3.13
H -5.51 -2.88 0.34
H -5.10 -4.07 1.71
H -3.31 -4.42 0.07
H -3.25 -2.66 -0.31
H -2.52 -3.22 1.23
H 1.10 1.27 2.16
H 3.80 -0.84 1.49
H 3.45 0.73 2.31
H 3.89 2.68 0.97
H 5.69 2.52 1.28
H 5.56 3.73 -0.74
H 4.34 2.67 -1.59
H 7.25 2.52 -1.85
H 6.11 1.16 -2.29
H 6.89 1.27 -0.61
Pt 7.04 1.96 2.04